# 1
Entry from the OMol25 dataset: C54H107MgO26P3 as an isolated structure (the ωB97M-V functional and the def2-TZVPD basis).

```
191
Properties=species:S:1:pos:R:3:forces:R:3:lowdin_charge:R:1
P 16.992 13.603 18.907 1.558 -0.060 0.198 0.36
P 13.639 25.835 14.022 -1.095 -0.559 0.764 0.43
P 16.951 18.545 12.909 -0.352 0.239 -1.373 0.33
Mg 14.978 22.934 15.242 1.090 0.470 -0.261 0.67
O 18.169 19.209 13.324 1.188 1.029 0.434 -0.20
O 16.917 15.166 19.163 -0.363 -0.307 -0.581 -0.18
O 15.792 13.168 17.994 -0.988 0.288 -0.400 -0.18
O 13.605 21.597 14.907 -0.274 0.789 -0.780 -0.08
O 9.507 24.529 12.404 0.641 -1.182 0.193 0.03
O 15.784 19.597 12.724 0.142 0.277 -0.804 -0.17
O 11.870 18.436 21.151 0.233 1.233 0.529 0.07
O 15.683 21.390 16.445 -0.640 -0.098 0.108 -0.13
O 18.307 13.072 18.468 -1.142 0.760 0.134 -0.24
O 16.315 22.529 13.594 -0.287 0.108 0.347 0.02
O 13.778 26.731 12.714 -0.125 -0.317 1.258 -0.16
O 14.353 24.537 13.965 0.014 0.237 -0.048 -0.22
O 16.548 13.126 20.336 -0.196 -0.805 1.283 -0.19
O 11.890 14.439 14.585 0.151 0.032 0.800 0.05
O 12.293 18.198 10.155 -0.546 0.060 0.035 0.04
O 13.640 17.707 18.376 -0.377 -3.046 2.213 0.08
O 19.570 21.924 17.348 -0.052 -0.381 0.779 0.04
O 14.651 23.028 20.239 0.278 0.172 0.263 0.05
O 14.073 26.817 15.160 0.162 0.526 0.353 -0.16
O 8.732 19.437 14.102 -0.404 -0.061 -0.672 0.05
O 11.991 17.461 16.182 -0.348 -0.118 0.191 0.03
O 12.104 25.575 14.380 1.265 0.501 -0.542 -0.18
O 16.887 24.124 15.722 0.687 0.758 0.792 -0.01
O 13.862 24.208 16.690 0.217 -0.247 0.049 0.02
O 16.427 17.459 13.852 -0.511 -1.372 1.172 -0.13
O 17.132 17.667 11.591 -1.201 -0.194 1.146 -0.17
C 12.772 18.404 16.220 1.333 -1.006 1.314 -0.36
C 10.122 17.813 11.049 0.168 0.918 2.061 -0.01
C 9.220 20.137 16.278 -2.723 0.144 1.206 -0.02
C 13.839 26.016 11.477 -0.663 -1.200 0.172 -0.27
C 12.585 14.636 15.567 0.250 0.018 -0.511 -0.48
C 16.379 17.721 15.286 0.401 1.532 -0.735 -0.24
C 10.214 26.394 15.560 -0.109 1.354 1.025 -0.06
C 17.047 23.711 18.023 -1.339 -0.173 -0.471 -0.01
C 16.409 17.178 20.318 0.471 -0.879 -0.028 -0.06
C 16.558 11.548 22.235 0.553 0.086 0.244 -0.08
C 18.702 25.230 16.834 1.617 -0.673 -0.587 0.00
C 11.144 26.681 14.419 -0.094 -1.076 -0.441 -0.22
C 14.673 19.619 17.612 1.958 -2.595 2.490 0.01
C 18.630 22.315 14.092 0.752 -0.494 -0.259 0.01
C 13.632 20.958 20.766 0.111 0.093 1.834 -0.02
C 15.173 26.192 10.850 0.696 0.847 0.034 -0.07
C 9.941 23.388 12.531 -0.185 0.352 0.746 -0.42
C 10.740 16.983 19.600 1.217 1.373 1.457 0.00
C 13.924 20.678 11.514 0.385 0.449 0.500 -0.06
C 8.367 17.814 15.790 -0.728 -1.390 0.906 -0.02
C 16.692 18.460 9.405 -0.569 -0.458 -1.204 -0.07
C 18.431 19.809 17.284 -0.561 1.077 -0.052 -0.01
C 17.725 18.194 10.432 1.845 -0.736 -0.208 -0.30
C 12.090 16.095 11.184 0.935 -0.659 0.683 -0.02
C 12.441 25.299 18.288 1.237 0.278 -0.907 0.01
C 14.516 19.381 12.030 0.528 -0.061 -0.154 -0.22
C 17.259 16.815 16.021 0.938 -1.600 1.063 -0.06
C 8.701 19.141 15.273 1.490 0.726 -0.291 -0.53
C 17.696 22.370 11.726 0.701 0.386 0.725 0.02
C 12.857 19.434 15.290 -1.608 -0.346 -0.767 0.01
C 10.058 22.460 11.327 -0.985 0.683 -0.599 -0.01
C 19.231 20.937 17.977 -0.722 -0.720 -0.909 -0.46
C 11.531 17.430 10.715 1.133 -0.743 -0.043 -0.48
C 16.667 11.730 20.720 -1.088 0.226 0.611 -0.24
C 13.669 20.509 15.533 0.617 -0.440 0.008 -0.34
C 12.384 16.154 21.435 -0.204 -1.417 0.207 -0.02
C 17.536 24.333 16.762 -2.164 -0.839 -0.838 -0.45
C 14.783 11.526 16.533 0.131 -0.678 -0.094 -0.06
C 15.635 28.309 16.287 -0.188 -0.688 0.553 -0.05
C 12.874 24.110 17.395 -0.806 0.266 0.891 -0.38
C 14.793 20.457 16.602 -0.208 2.558 -2.054 -0.36
C 12.090 22.814 17.492 0.124 0.263 -1.350 0.04
C 19.550 20.670 19.426 0.404 0.588 0.332 -0.02
C 13.784 18.455 17.477 -0.425 3.719 -1.631 -0.33
C 17.473 22.452 13.217 -0.981 0.050 -0.832 -0.44
C 16.180 21.312 20.918 -0.827 -0.700 1.486 -0.01
C 14.812 21.902 20.661 -0.634 -0.882 -0.489 -0.47
C 13.982 15.204 15.349 0.164 0.630 1.757 -0.02
C 15.447 27.284 15.194 -0.335 1.012 -0.503 -0.22
C 15.914 12.480 16.727 1.052 0.151 0.323 -0.24
C 12.171 14.280 16.971 0.705 0.183 0.503 -0.01
C 10.249 22.806 13.961 0.636 -0.803 -2.677 0.01
C 11.717 17.311 20.790 -1.168 -0.889 -1.683 -0.49
C 15.820 15.868 19.825 1.570 0.528 0.756 -0.23
H 12.942 25.168 19.261 -0.179 -0.034 -0.276 0.09
H 11.012 21.979 11.162 0.137 -0.411 0.517 0.06
H 10.077 20.646 15.918 0.922 0.271 -0.087 0.04
H 15.809 11.218 20.298 0.217 -0.334 -0.664 0.11
H 13.838 11.978 16.310 -0.515 0.516 0.019 0.06
H 11.294 13.663 16.968 -0.352 -0.456 -0.047 0.08
H 10.013 18.859 10.780 -0.062 0.180 0.026 0.07
H 16.887 11.987 16.771 -0.138 -0.217 -0.193 0.11
H 18.712 22.634 11.436 -0.067 0.218 -0.054 0.09
H 16.034 25.779 11.379 -0.407 -0.481 0.193 0.08
H 18.744 20.129 19.944 0.242 0.318 -0.226 0.07
H 13.402 20.599 19.802 -0.470 -0.142 -1.413 0.04
H 13.840 19.030 12.812 -0.042 -0.395 -0.296 0.10
H 15.368 17.539 15.550 -0.861 0.096 0.316 0.07
H 12.793 26.259 17.828 -0.080 -0.893 0.371 0.09
H 17.877 23.488 18.645 0.652 -0.451 0.751 0.06
H 15.638 27.711 14.220 0.313 0.097 -0.348 0.12
H 18.854 25.838 15.936 -0.168 -0.174 0.228 0.09
H 14.655 10.850 17.368 0.024 0.006 0.446 0.08
H 12.527 22.157 18.220 0.210 -0.206 0.609 0.08
H 16.071 26.441 15.352 0.634 -0.854 0.120 0.09
H 17.119 16.885 17.101 -0.554 0.087 0.056 0.07
H 19.437 22.983 13.785 -0.116 0.182 0.264 0.11
H 16.493 24.530 18.509 -0.091 -0.298 0.106 0.11
H 13.011 13.822 17.541 -0.512 0.089 -0.515 0.08
H 18.729 25.822 17.735 -0.282 0.294 0.299 0.09
H 17.235 16.937 20.991 0.257 0.472 -0.302 0.09
H 12.021 19.336 14.546 1.067 0.821 0.382 0.14
H 10.750 26.404 16.514 0.094 -0.154 -0.178 0.06
H 18.341 16.957 15.959 -0.111 0.142 -0.763 0.09
H 16.347 22.831 17.827 1.155 1.210 0.308 0.10
H 18.994 21.317 13.842 0.148 -0.295 0.072 0.09
H 14.331 21.190 10.633 0.485 -0.591 0.098 0.08
H 19.869 21.578 19.970 -0.363 -0.329 -0.272 0.09
H 9.320 17.286 10.578 -0.194 -0.794 -0.355 0.07
H 15.005 10.876 15.697 0.193 -0.078 -0.401 0.08
H 13.020 26.409 10.877 0.158 -0.002 -0.209 0.13
H 11.234 17.364 18.703 -0.336 0.111 -0.052 0.06
H 16.643 18.777 15.486 -0.298 -0.415 -0.244 0.11
H 16.995 10.569 22.518 -0.361 0.409 -0.269 0.08
H 17.003 15.781 15.747 0.311 0.123 0.087 0.08
H 13.881 16.227 14.977 -0.040 -0.309 -0.327 0.07
H 13.943 21.405 12.334 -0.295 -0.095 -0.109 0.07
H 9.531 27.252 15.646 -0.109 -0.296 -0.138 0.09
H 9.630 25.486 15.505 0.049 -0.161 -0.418 0.07
H 11.377 25.389 18.436 -0.361 -0.362 0.091 0.07
H 11.032 22.918 17.629 -0.512 0.511 0.793 0.08
H 10.595 26.583 13.478 0.138 0.443 0.039 0.11
H 9.844 21.777 13.985 -0.049 0.493 0.178 0.06
H 14.471 14.564 14.648 0.415 -0.210 -0.716 0.08
H 15.921 19.110 9.832 0.188 0.069 -0.499 0.06
H 12.330 16.118 12.276 -0.349 0.346 -0.549 0.08
H 15.523 19.584 18.440 -2.033 0.050 -1.702 0.14
H 12.804 15.440 20.716 0.160 0.432 -0.145 0.08
H 7.630 17.917 16.612 0.469 -0.059 -0.144 0.10
H 16.882 22.090 20.760 1.060 0.323 -0.631 0.06
H 15.438 15.289 20.668 0.018 -0.156 -0.290 0.11
H 9.835 23.008 10.406 0.201 0.374 0.251 0.08
H 12.757 21.437 21.237 0.351 -0.062 -0.435 0.10
H 15.119 25.789 9.860 0.237 -0.260 -0.692 0.08
H 17.631 11.366 20.394 0.057 -0.209 -0.344 0.11
H 11.345 22.695 14.102 -0.512 0.268 -0.018 0.08
H 14.660 18.660 11.206 -0.266 0.095 0.724 0.09
H 15.556 11.628 22.712 0.601 0.123 -0.691 0.08
H 19.585 24.539 16.951 -0.631 0.503 -0.232 0.11
H 15.662 17.673 20.878 -0.978 0.603 0.787 0.06
H 15.974 13.209 15.922 -0.140 0.192 0.029 0.10
H 13.821 20.029 21.313 0.240 0.301 0.170 0.07
H 9.269 19.694 17.282 0.671 0.127 -0.304 0.08
H 16.286 20.360 20.373 0.210 0.611 -0.230 0.06
H 18.440 17.376 10.119 -0.529 1.123 0.040 0.14
H 18.281 19.085 10.708 0.346 0.133 -0.122 0.10
H 16.300 20.990 21.985 -0.401 0.340 -0.636 0.11
H 9.302 17.377 16.213 -0.573 0.231 -0.237 0.09
H 17.404 20.247 17.021 1.415 -0.511 0.171 0.08
H 9.797 23.478 14.638 -0.339 0.470 1.007 0.04
H 11.675 27.637 14.520 -0.247 -0.249 -0.034 0.12
H 9.776 17.441 19.832 0.143 0.145 -0.309 0.08
H 10.630 15.944 19.518 -0.274 -1.536 -0.243 0.04
H 13.624 24.944 11.692 0.147 0.580 -0.376 0.12
H 20.422 20.013 19.420 0.007 -0.197 -0.003 0.09
H 9.206 21.762 11.358 0.587 -0.301 0.403 0.09
H 17.100 18.852 8.443 -0.235 -0.052 0.884 0.10
H 11.404 15.245 11.122 -0.078 0.228 -0.269 0.08
H 12.118 22.290 16.539 0.536 0.033 -0.141 0.06
H 13.116 16.423 22.187 0.073 0.188 0.037 0.08
H 16.939 22.931 11.220 -0.325 0.440 -0.369 0.08
H 11.597 15.529 21.897 0.135 0.368 0.109 0.10
H 14.629 15.280 16.275 -0.889 -0.247 -0.769 0.09
H 18.392 22.323 15.136 0.006 0.194 0.401 0.06
H 18.958 19.492 16.374 -0.281 0.235 0.078 0.09
H 16.629 17.850 19.484 0.497 -0.265 0.088 0.05
H 13.079 15.829 10.713 -1.183 0.494 0.115 0.10
H 15.079 16.192 19.154 -1.210 -0.528 -1.193 0.07
H 9.971 17.741 12.188 0.180 -0.011 -1.594 0.11
H 15.177 29.260 16.129 -0.583 0.540 -0.490 0.07
H 15.415 27.255 10.787 -0.217 0.111 -0.256 0.08
H 17.568 21.345 11.476 -0.190 -1.059 -0.238 0.06
H 17.232 12.294 22.647 -0.076 0.139 0.486 0.07
H 18.287 18.941 17.926 0.056 0.031 0.085 0.06
H 8.382 20.883 16.395 0.782 -0.358 -0.255 0.11
H 15.167 27.870 17.162 0.096 0.086 0.485 0.08
H 12.921 20.393 11.251 -0.668 0.174 -0.038 0.05
H 16.239 17.483 9.169 -0.198 0.421 -0.022 0.09
H 7.921 17.126 15.064 0.326 0.310 -0.085 0.09
H 16.677 28.532 16.513 0.122 -0.389 -0.159 0.08
H 11.937 15.185 17.536 0.058 0.284 -0.250 0.06
```
Forces are in eV/Å.

HOMO energy in eV: -7.72
HOMO-LUMO gap in eV: 8.01
Net charge: 0
LUMO energy in eV: 0.3

# 2
Entry from the OMol25 dataset: C21H16MnN4O4S2 as an isolated structure (the ωB97M-V functional and the def2-TZVPD basis).

```
48
Properties=species:S:1:pos:R:3:forces:R:3:lowdin_charge:R:1
Mn -1.007 0.633 0.404 0.297 0.769 0.270 0.73
S 0.377 2.439 1.494 0.143 -0.189 -0.089 0.50
S 1.302 0.325 3.446 0.066 -0.053 -0.120 0.45
O 1.946 -2.627 -2.876 -0.096 0.656 -0.126 0.03
O -0.375 -1.383 0.403 -0.096 -0.189 -0.046 -0.10
O -2.260 1.845 -0.711 -0.281 -0.037 0.195 -0.16
O -2.103 0.294 2.053 -1.106 -0.154 -0.727 -0.04
N 3.318 2.512 -0.830 -0.112 -0.239 0.233 0.10
N 0.637 -0.818 -1.587 0.139 0.220 0.262 0.06
N -0.008 0.398 -1.380 -0.084 -1.810 -0.054 -0.07
N 4.612 -0.604 1.836 -0.073 0.074 -0.017 0.09
C -1.913 1.387 4.125 -0.185 0.254 0.296 -0.06
C -0.565 2.542 -2.257 0.099 0.129 0.138 -0.14
C 0.731 -5.365 -0.038 -0.017 0.019 0.011 -0.12
C 1.544 -3.474 -1.930 -0.102 -0.185 0.154 -0.29
C 0.315 -1.661 -0.623 0.163 -0.250 -0.109 -0.44
C 1.496 -5.754 -1.135 -0.093 -0.004 0.142 -0.12
C -2.119 4.816 -2.750 0.154 0.011 -0.077 -0.13
C 2.742 1.101 1.269 -0.006 -0.121 -0.092 -0.42
C -0.896 4.659 -3.413 -0.036 0.038 -0.016 -0.14
C -0.147 3.528 -3.151 0.049 0.083 -0.055 -0.07
C 1.902 -4.821 -2.067 0.028 0.086 -0.068 -0.04
C 3.021 1.889 0.101 0.002 -0.046 0.180 -0.30
C 0.771 -3.072 -0.820 0.120 0.136 -0.173 -0.07
C 0.386 -4.028 0.106 -0.018 -0.242 0.151 -0.03
C -2.075 0.197 3.249 0.528 -0.154 1.172 -0.51
C 0.263 1.347 -2.151 0.357 1.419 -0.993 -0.10
C 1.561 1.246 2.028 0.297 0.068 0.004 -1.20
C -2.135 -1.158 3.879 -0.149 -0.235 0.191 -0.02
C -2.559 3.877 -1.848 0.054 -0.153 -0.025 -0.04
C -1.807 2.703 -1.551 0.170 0.056 -0.287 -0.39
C 3.755 0.139 1.609 -0.254 0.326 -0.091 -0.30
H -3.502 4.003 -1.329 0.002 -0.037 0.033 0.10
H 2.501 -5.105 -2.926 -0.041 0.048 0.050 0.10
H -1.708 2.263 3.517 0.031 0.014 -0.012 0.05
H -2.708 -1.838 3.249 0.027 0.014 0.001 0.09
H 1.779 -6.793 -1.262 0.000 -0.009 0.015 0.09
H 0.408 -6.093 0.696 0.034 0.017 -0.006 0.08
H -1.063 1.211 4.787 -0.051 0.010 -0.027 0.05
H -2.550 -1.119 4.888 0.053 -0.028 -0.019 0.07
H 1.151 1.267 -2.783 -0.166 0.039 -0.251 0.12
H -2.821 1.523 4.727 0.036 -0.029 -0.021 0.08
H -2.729 5.694 -2.945 0.010 0.010 0.009 0.08
H 0.811 3.388 -3.646 -0.059 0.007 0.021 0.10
H 1.564 -1.714 -2.627 0.134 -0.396 -0.015 0.08
H -0.196 -3.683 0.953 0.024 -0.022 -0.040 0.11
H -0.542 5.405 -4.114 -0.008 0.003 0.016 0.08
H -1.104 -1.522 3.929 0.015 0.077 0.008 0.08
```
Forces are in eV/Å.

HOMO energy (alpha / beta) in eV: -1.41 / -1.45
HOMO-LUMO gap (alpha / beta) in eV: 6.09 / 6.12
Net charge: -2
LUMO energy (alpha / beta) in eV: 4.7 / 4.7
Spin multiplicity: 6

# 3
Entry from the OMol25 dataset: one molecule with the formula C6H7NO (the ωB97M-V functional and the def2-TZVPD basis).

```
15
Properties=species:S:1:pos:R:3:forces:R:3:lowdin_charge:R:1
O 0.297 -0.364 1.372 3.617 -2.399 3.707 -0.09
N -1.038 1.542 -2.631 2.756 -3.052 4.069 0.15
C -1.775 -0.775 0.039 0.788 -1.891 0.474 -0.03
C -0.411 0.935 -1.800 -1.024 2.684 -4.344 -0.16
C -0.559 0.068 0.481 -0.596 3.612 -3.958 -0.43
C 0.406 0.361 -0.742 -1.995 0.253 0.205 -0.17
C 1.747 -0.065 1.105 -2.409 -0.295 -2.023 -0.05
C 1.701 0.177 -0.450 -3.617 0.863 2.770 0.05
H -1.532 -1.711 -0.533 0.342 1.076 0.045 0.10
H -0.919 1.115 0.788 -0.115 -1.056 -0.380 0.17
H -2.213 -1.238 0.906 -0.396 0.195 0.790 0.07
H 2.491 0.407 -1.050 2.153 0.384 -1.485 0.08
H 2.309 -0.964 1.240 0.282 -0.524 0.854 0.10
H 2.065 0.771 1.758 -0.057 -0.346 -0.644 0.13
H -2.570 -0.260 -0.484 0.269 0.498 -0.079 0.08
```
Forces are in eV/Å.

HOMO energy in eV: -9.83
HOMO-LUMO gap in eV: 10.16
Net charge: 0
LUMO energy in eV: 0.3
Energy relative to the best compared isomer or geometry (same formula, charge and spin) in kcal/mol: 52.3